1.
Here is a structure of composition C16H14BaN4O3S from OMol25. Energies are from ωB97M-V/def2-TZVPD.

Each line ends with the Mulliken charge.
Element x y z (Å)
Ba: 0.27 1.09 0.07  1.970
S: -1.84 -4.12 0.44  -0.041
O: 1.30 -0.32 -1.67  -0.651
O: 1.78 -1.43 -3.57  -0.286
O: -0.78 1.46 -2.12  -0.626
N: 0.18 -0.01 2.42  -0.495
N: -0.90 -1.71 0.36  -0.097
N: 0.28 0.23 -3.73  0.259
N: -0.34 -1.42 4.04  0.035
C: 1.13 -0.50 -2.89  0.388
C: 1.40 -1.32 -4.99  -0.441
C: -1.12 2.14 -4.35  -0.395
C: 0.19 -0.29 4.66  0.549
C: -1.36 -3.41 1.92  -0.352
C: 0.83 1.38 6.25  -0.537
C: 0.51 0.58 3.62  1.016
C: -0.87 -2.13 1.69  -0.229
C: 0.34 0.09 5.99  -0.836
C: -1.29 3.46 -4.08  -0.729
C: -0.56 1.28 -3.34  0.797
C: -0.34 -1.23 2.70  0.306
C: 0.97 1.88 3.87  -0.657
C: 1.13 2.27 5.20  -0.688
C: -1.37 -2.68 -0.42  -0.153
C: 0.55 -0.09 -5.13  -0.591
H: -1.46 -2.62 -1.51  0.405
H: 2.32 -1.25 -5.58  0.320
H: 1.12 0.73 -5.60  0.378
H: -0.39 -0.28 -5.65  0.392
H: 1.18 2.54 3.02  0.081
H: 0.98 1.73 7.28  0.396
H: 0.09 -0.60 6.79  0.397
H: -0.68 -2.26 4.51  0.241
H: -1.43 1.67 -5.30  0.307
H: 1.50 3.27 5.44  0.389
H: -0.94 3.88 -3.14  0.221
H: -1.78 4.10 -4.82  0.314
H: -1.43 -3.90 2.89  0.337
H: 0.84 -2.23 -5.26  0.304

Computed properties:
- Frontier orbital gap: 0.2640 hartree
- Net charge: +2
- F_max: 0.0560 hartree/bohr
- HOMO: -13.6531 eV
- Energy relative to the best compared isomer or geometry (same formula, charge and spin): 0.000 eV
- Calculated total energy: -1486.154307 a.u.



2.
Here is a structure of composition C16H14ClN3O3Ru from OMol25. Energies are from ωB97M-V/def2-TZVPD.

Each line ends with the natural charge from an NBO analysis.
Element x y z (Å)
Ru: -0.58 0.12 -1.27  1.378
Cl: -0.22 4.04 -4.19  0.069
O: 1.36 -0.11 -1.07  -0.517
O: -0.71 1.36 -2.97  -0.576
O: -0.79 2.00 -0.91  -0.513
N: 0.81 -0.69 1.07  -0.244
N: -2.52 -0.31 -0.84  -0.416
N: -0.39 -0.59 0.56  -0.231
C: 3.53 -0.92 1.77  -0.148
C: 5.82 -0.63 1.15  -0.104
C: 1.74 -0.40 0.14  0.576
C: 4.11 -0.14 -0.46  -0.150
C: 4.87 -0.99 2.09  -0.196
C: -1.47 -1.43 2.62  -0.708
C: 5.45 -0.21 -0.13  -0.202
C: -4.85 -0.53 -1.24  -0.163
C: -2.69 -0.78 0.44  0.124
C: -3.57 -0.21 -1.66  0.071
C: -0.77 2.33 -2.19  0.791
C: 3.14 -0.49 0.49  -0.120
C: -0.83 3.77 -2.56  -0.527
C: -1.49 -0.94 1.23  0.390
C: -5.05 -0.98 0.06  -0.096
C: -3.96 -1.11 0.90  -0.157
H: -0.27 4.35 -1.83  0.278
H: -1.86 -0.66 3.28  0.288
H: 5.17 -1.32 3.07  0.244
H: -6.04 -1.24 0.41  0.270
H: -5.68 -0.42 -1.93  0.275
H: -4.09 -1.47 1.91  0.263
H: 3.80 0.19 -1.44  0.235
H: 2.77 -1.21 2.49  0.235
H: -0.46 -1.67 2.92  0.285
H: 6.87 -0.68 1.40  0.244
H: -3.38 0.15 -2.66  0.250
H: 6.21 0.06 -0.85  0.247
H: -1.88 4.09 -2.50  0.281
H: -2.11 -2.31 2.72  0.273

Computed properties:
- Frontier orbital gap (alpha / beta): 0.1558 / 0.1640 hartree
- Net charge: +2
- F_max: 0.0300 hartree/bohr
- HOMO (alpha / beta): -14.8744 / -14.9390 eV
- Energy relative to the best compared isomer or geometry (same formula, charge and spin): 0.159 eV
- Calculated total energy: -1562.524093 a.u.



3.
Here is the molecule C16H14ClN5O4 from OMol25. Energies are from ωB97M-V/def2-TZVPD.

Each line ends with the natural charge from an NBO analysis.
Element x y z (Å)
Cl: 2.06 1.89 3.45  0.033
O: -3.76 2.99 5.23  -0.361
O: 2.47 -1.86 -3.85  -0.552
O: -0.03 -0.01 0.31  -0.647
O: -1.95 3.36 6.32  -0.364
N: 0.81 -1.09 -2.49  -0.643
N: -2.55 2.98 5.35  0.528
N: 2.19 1.29 -0.64  -0.290
N: 1.56 1.58 0.55  -0.444
N: -0.19 -2.45 -4.10  -0.421
C: -1.78 2.47 4.24  0.038
C: 0.42 0.95 0.92  0.626
C: -0.40 2.44 4.34  -0.207
C: 0.35 1.96 3.27  -0.038
C: 3.06 -0.20 -2.23  -0.552
C: -0.29 -1.80 -2.96  0.367
C: -1.25 -3.12 -4.54  0.057
C: -0.29 1.51 2.11  -0.066
C: -1.68 1.53 2.05  -0.179
C: -2.45 -3.18 -3.85  -0.287
C: -2.55 -2.49 -2.65  -0.160
C: -1.46 -1.79 -2.18  -0.284
C: 2.63 0.11 -0.84  0.334
C: -2.44 2.01 3.10  -0.175
C: 2.09 -1.16 -2.95  0.698
C: 2.70 -0.99 0.17  -0.715
H: 2.92 -0.59 1.16  0.235
H: 1.77 2.51 0.91  0.411
H: 3.10 0.72 -2.82  0.256
H: -3.47 -2.51 -2.08  0.215
H: 0.61 -0.53 -1.66  0.433
H: -3.28 -3.74 -4.25  0.218
H: -1.11 -3.63 -5.48  0.193
H: 1.74 -1.51 0.24  0.264
H: 3.46 -1.72 -0.11  0.234
H: 0.08 2.78 5.24  0.268
H: -2.15 1.15 1.16  0.246
H: -3.51 2.03 3.06  0.256
H: -1.48 -1.25 -1.25  0.231
H: 4.04 -0.67 -2.25  0.245

Computed properties:
- Frontier orbital gap: 0.2705 hartree
- F_max: 0.0260 hartree/bohr
- HOMO: -8.6916 eV
- Calculated total energy: -1652.968576 a.u.



4.
Here is the molecule C16H14FN5O4S from OMol25. Energies are from ωB97M-V/def2-TZVPD.

Each line ends with the natural charge from an NBO analysis.
Element x y z (Å)
S: -1.12 2.54 1.42  0.325
F: 7.48 -0.87 2.48  -0.318
O: -4.34 1.32 2.28  -0.595
O: 0.64 1.78 -0.43  -0.419
O: -4.85 -2.31 -0.87  -0.271
O: 3.17 -1.30 -2.08  -0.606
N: -4.14 -1.17 -1.03  -0.170
N: -3.68 0.77 0.17  -0.628
N: -1.42 1.85 -1.20  -0.372
N: -0.61 1.47 -2.21  -0.266
N: 2.96 0.89 -1.58  -0.609
C: 1.85 1.09 -2.48  -0.291
C: 6.37 0.50 0.93  -0.288
C: -5.15 -1.12 0.98  -0.377
C: 5.39 0.65 -0.03  -0.164
C: 5.75 -1.82 1.20  -0.280
C: -2.90 2.84 1.11  -0.608
C: 4.78 -1.66 0.23  -0.139
C: -5.46 -2.29 0.33  0.338
C: -6.30 -3.44 0.72  -0.660
C: -4.30 -0.45 0.05  0.301
C: 0.60 1.43 -1.75  0.450
C: 6.53 -0.73 1.54  0.420
C: 4.58 -0.43 -0.38  -0.171
C: 3.51 -0.34 -1.42  0.668
C: -0.66 2.02 -0.16  0.293
C: -3.72 1.56 1.27  0.670
H: -5.70 -4.35 0.75  0.234
H: -5.45 -0.78 1.94  0.260
H: 5.92 -2.77 1.68  0.236
H: 7.01 1.33 1.21  0.234
H: 5.28 1.61 -0.52  0.213
H: -3.20 3.55 1.89  0.261
H: 4.16 -2.49 -0.08  0.243
H: -7.09 -3.59 -0.01  0.235
H: -3.11 1.05 -0.63  0.451
H: -2.99 3.28 0.12  0.258
H: 1.70 0.15 -3.03  0.283
H: -6.73 -3.27 1.70  0.233
H: 3.15 1.62 -0.91  0.402
H: 2.07 1.88 -3.20  0.226

Computed properties:
- Frontier orbital gap: 0.3440 hartree
- F_max: 0.0327 hartree/bohr
- HOMO: -9.1282 eV
- Energy relative to the best compared isomer or geometry (same formula, charge and spin): 0.000 eV
- Calculated total energy: -1690.895196 a.u.



5.
Here is a structure of composition C16H14N4O7PtS3 from OMol25. Energies are from ωB97M-V/def2-TZVPD.

Each line ends with the natural charge from an NBO analysis.
Element x y z (Å)
Pt: -0.40 -0.50 0.07  0.827
S: 1.21 2.68 1.69  2.317
S: -0.84 -3.92 -0.40  2.314
S: -2.05 -0.24 -1.52  0.083
O: 1.04 -0.96 1.51  -0.632
O: 0.47 -4.26 -0.86  -0.891
O: 0.17 1.88 -1.69  -0.655
O: -1.29 -4.35 0.88  -0.892
O: 0.11 3.32 2.35  -0.945
O: 0.36 4.11 -1.99  -0.523
O: 1.91 3.41 0.67  -0.924
N: -1.21 3.39 -0.63  -0.492
N: -1.07 -2.26 -0.55  -0.767
N: 0.75 1.20 1.14  -0.885
N: -1.85 2.46 0.18  -0.653
C: -1.97 -1.92 -1.46  0.100
C: -3.56 -3.09 -3.13  -0.180
C: -3.97 -4.32 -3.61  -0.191
C: -2.59 -3.07 -2.14  -0.048
C: 3.98 0.57 4.52  -0.198
C: 1.55 3.88 -2.74  -0.256
C: 3.16 -0.11 3.62  -0.172
C: 3.18 2.72 3.75  -0.183
C: 1.38 0.23 1.77  0.618
C: -2.45 -5.48 -2.12  -0.168
C: -2.05 -4.25 -1.65  -0.307
C: -0.19 3.01 -1.45  0.888
C: 2.36 2.04 2.87  -0.307
C: 3.99 1.96 4.58  -0.182
C: 2.35 0.66 2.80  -0.071
C: -3.43 -5.50 -3.11  -0.181
H: -3.77 -6.45 -3.50  0.226
H: 4.65 2.45 5.28  0.223
H: -1.68 2.69 1.16  0.380
H: -3.97 -2.17 -3.51  0.235
H: -4.73 -4.37 -4.38  0.226
H: 2.36 3.62 -2.07  0.199
H: -2.03 -6.40 -1.73  0.239
H: 3.14 -1.19 3.56  0.238
H: -1.22 4.37 -0.38  0.388
H: -2.84 2.47 -0.01  0.354
H: 4.63 0.00 5.18  0.223
H: 1.41 3.08 -3.46  0.196
H: 1.77 4.81 -3.25  0.189
H: 3.18 3.80 3.80  0.238

Computed properties:
- Frontier orbital gap: 0.2911 hartree
- F_max: 0.0151 hartree/bohr
- HOMO: -8.7966 eV
- Energy relative to the best compared isomer or geometry (same formula, charge and spin): 0.747 eV
- Calculated total energy: -2677.680598 a.u.



6.
Here is a structure of composition C16H14NO5PdSe from OMol25. Energies are from ωB97M-V/def2-TZVPD.

Each line ends with the natural charge from an NBO analysis.
Element x y z (Å)
Pd: -1.18 -1.12 -0.15  0.813
Se: -2.23 0.45 1.36  -0.233
O: 0.47 -4.57 1.22  -0.646
O: -1.44 -0.60 -4.17  -0.653
O: -1.56 -0.19 -1.96  -0.707
O: -0.44 -2.51 1.19  -0.710
O: 0.25 -5.57 -3.88  -0.657
N: -0.38 -2.43 -1.40  -0.446
C: 0.22 -4.68 -1.70  -0.275
C: 2.50 4.48 1.95  -0.620
C: -0.74 1.67 1.49  -0.087
C: -0.64 2.78 0.63  -0.051
C: -0.02 -3.60 -0.88  0.129
C: -0.45 -3.29 -3.58  -0.308
C: 0.00 -3.60 0.65  0.740
C: 0.01 -4.50 -3.07  0.342
C: 0.23 1.47 2.48  -0.053
C: -0.66 -2.26 -2.69  0.141
C: -1.61 3.03 -0.48  -0.640
C: 0.41 3.67 0.81  -0.230
C: 1.37 3.50 1.79  -0.029
C: 0.19 0.28 3.40  -0.640
C: 1.27 2.39 2.62  -0.232
C: -1.29 -0.90 -3.00  0.740
H: -1.10 3.51 -1.32  0.202
H: 2.13 5.48 2.21  0.207
H: 0.18 -0.66 2.83  0.254
H: 3.08 4.58 1.03  0.209
H: 0.04 -5.32 -4.79  0.480
H: -0.73 0.27 3.99  0.224
H: 1.05 0.28 4.07  0.192
H: 3.19 4.17 2.74  0.205
H: 0.49 4.52 0.14  0.190
H: 0.52 -5.63 -1.29  0.252
H: -2.07 2.11 -0.83  0.259
H: 2.02 2.22 3.38  0.190
H: -2.41 3.70 -0.15  0.207
H: -0.67 -3.14 -4.63  0.237

Computed properties:
- Frontier orbital gap: 0.2486 hartree
- Net charge: -1
- F_max: 0.0115 hartree/bohr
- HOMO: -4.4103 eV
- Energy relative to the best compared isomer or geometry (same formula, charge and spin): 0.035 eV
- Calculated total energy: -3578.546836 a.u.